This record from the OMol25 dataset describes a structure of composition C13H15BeNS at a distorted geometry. The level of theory is ωB97M-V with the def2-TZVPD basis set.

The geometry in ORCA input format:
```
! RIJCOSX wB97M-V def2-TZVPD def2/J DEFGRID3
* xyz -2 1
C -0.68790 0.47405 -2.21199
C 0.67243 0.76120 -2.53561
C 1.02077 2.03204 -1.89531
C -0.09911 2.63877 -1.40258
C -1.25887 1.69930 -1.51251
Be 0.59789 -0.68014 -1.32090
N -2.33302 1.81913 -0.63361
C 0.51851 -2.16544 -1.68486
C 1.82438 -1.85361 -2.09159
H 2.05630 2.35873 -1.81703
H 1.25489 0.31774 -3.34932
H -0.22268 3.62604 -0.93677
H -2.28159 2.09950 -1.96020
H -1.36373 -0.17510 -2.79366
H 2.07556 -1.70646 -3.14461
H 0.36410 -2.84343 -0.81704
H -2.93050 0.98145 -0.68328
H 2.70590 -2.14887 -1.52258
H -0.29837 -2.26658 -2.42572
S 1.56809 -0.08953 0.37635
C 0.57804 -0.26960 1.73862
C 1.04303 -1.09859 2.78826
C 0.31246 -1.24246 3.95978
C -0.90842 -0.56262 4.12562
C -1.37610 0.25870 3.08981
C -0.65461 0.39472 1.90860
H 1.97730 -1.63254 2.64140
H 0.69444 -1.87844 4.75877
H -1.48986 -0.67384 5.04176
H -2.31132 0.81245 3.20020
H -1.04803 1.01344 1.11001
*
```

Computed properties:
E_HOMO (spin up / spin down) = 2.24 / 2.24 eV
HOMO-LUMO gap (spin up / spin down) = 0.12311 / 0.12310 Ha
ΔE to the lowest compared entry with this formula, charge and spin = 0.0 kcal/mol

Here are the natural (NBO) charges for atoms 1 to 4, given in e: -0.514, -0.549, -0.278, -0.254